Here is a structure of composition C23H19N6O4SSeZr at a distorted geometry from OMol25. Energies are from ωB97M-V with the def2-TZVPD basis set.

Positions of all 55 atoms, in Å:
Zr -0.265 0.519 -0.375
O -1.057 3.094 2.888
C -0.620 2.290 2.063
O -1.310 1.715 1.033
C 0.742 1.754 2.174
C 1.566 1.929 3.290
C 2.917 1.531 3.208
C 3.412 1.027 1.998
C 2.555 0.795 0.918
N 1.263 1.195 1.049
C 2.839 0.252 -0.471
O 4.002 -0.020 -0.818
O 1.688 0.043 -1.129
H 1.130 2.460 4.118
H 3.635 1.593 4.038
H 4.465 0.790 1.785
N -2.882 -0.984 0.981
C -1.760 -1.754 1.220
N -0.601 -1.501 0.621
C 0.466 -2.251 1.244
C 1.719 -2.527 0.732
C 2.585 -3.282 1.515
C 2.306 -3.607 2.838
C 1.020 -3.378 3.348
C 0.092 -2.805 2.502
S -1.594 -2.710 2.723
H -3.016 -0.449 0.117
H -3.649 -0.994 1.633
H 2.048 -2.141 -0.262
H 3.524 -3.628 1.110
H 3.010 -4.172 3.434
H 0.764 -3.492 4.418
C -1.806 5.927 -1.275
N -1.370 4.640 -1.791
C -0.567 4.499 -2.896
C -0.014 3.242 -2.819
N -0.452 2.603 -1.661
C -1.179 3.528 -1.064
H -0.959 6.465 -0.808
H -2.592 5.794 -0.530
H -2.198 6.517 -2.114
H -0.593 5.270 -3.655
H 0.610 2.749 -3.516
H -1.698 3.350 -0.123
Se -1.994 -0.297 -2.267
C -1.660 -2.198 -2.510
C -0.432 -2.855 -2.698
C -0.492 -4.231 -2.988
N -1.617 -4.850 -3.214
C -2.767 -4.223 -3.150
C -2.832 -2.854 -2.926
H 0.563 -2.423 -2.427
H 0.404 -4.823 -3.181
H -3.574 -4.827 -3.414
H -3.776 -2.296 -2.917

Computed properties:
- relative energy (zero: lowest compared OMol25 entry of this formula, charge and spin) (kcal per mole) = 10.3
- HOMO-LUMO gap (eV) = 6.77
- total charge = +1
- DFT total energy (eV) = -118751.096



Here is a structure of composition C23H19N6O5RhS2 at a distorted geometry from OMol25. Energies are from ωB97M-V with the def2-TZVPD basis set.

Positions of all 56 atoms, in Å:
Rh 1.316 -0.897 -0.076
O -0.111 -1.229 3.848
C 0.069 -1.213 2.651
N 1.265 -1.369 1.984
C 2.463 -1.473 2.656
O 2.625 -1.604 3.850
C 3.641 -1.409 1.748
C 4.923 -1.407 2.287
C 6.009 -1.339 1.439
C 5.786 -1.281 0.067
C 4.483 -1.277 -0.391
N 3.439 -1.335 0.432
C -1.082 -0.999 1.729
C -2.358 -0.822 2.252
C -3.412 -0.599 1.389
C -3.166 -0.557 0.020
C -1.871 -0.747 -0.421
N -0.860 -0.965 0.415
H 5.017 -1.453 3.362
H 7.018 -1.333 1.828
H 6.609 -1.237 -0.631
H 4.262 -1.232 -1.450
H -2.472 -0.861 3.325
H -4.418 -0.463 1.763
H -3.958 -0.369 -0.691
H -1.628 -0.724 -1.475
N -5.968 2.345 -1.439
C -4.638 2.142 -1.735
C -4.264 1.416 -2.871
C -2.928 1.198 -3.153
C -1.948 1.691 -2.303
C -2.305 2.392 -1.160
C -3.638 2.609 -0.873
S -0.250 1.533 -2.808
O -0.216 0.546 -3.844
O 0.218 2.867 -3.100
N 0.550 0.928 -1.508
C 1.102 1.740 -0.584
S 1.172 3.493 -0.493
C 1.970 3.367 1.042
C 2.176 2.076 1.367
N 1.695 1.170 0.458
H -6.642 2.213 -2.170
H -6.198 3.040 -0.751
H -5.029 1.022 -3.530
H -2.621 0.646 -4.032
H -1.543 2.772 -0.491
H -3.918 3.144 0.027
H 2.259 4.247 1.592
H 2.679 1.722 2.256
C 0.599 -3.947 0.038
C 1.145 -2.745 -0.656
O 1.613 -2.705 -1.766
H 1.100 -4.841 -0.335
H -0.464 -4.019 -0.203
H 0.703 -3.863 1.116

Computed properties:
- relative energy (zero: lowest compared OMol25 entry of this formula, charge and spin) (kcal per mole) = 0.0
- HOMO-LUMO gap (alpha / beta) (eV) = 7.23 / 7.23
- DFT total energy (eV) = -68016.617



Here is the molecule C23H19NO5 at a distorted geometry from OMol25. Energies are from ωB97M-V with the def2-TZVPD basis set.

Positions of all 48 atoms, in Å:
O -0.611 0.989 3.835
O 2.739 -4.908 1.972
O 1.803 -3.014 2.894
O -2.082 4.717 -3.254
O -2.723 4.255 -1.043
C 0.026 1.170 2.869
C 2.351 -4.238 -0.345
C 1.742 -3.329 -1.203
C 0.800 -0.787 -2.783
C 2.319 -3.976 1.028
C 1.736 -2.877 1.574
C -1.616 3.511 -2.823
C -1.940 3.236 -1.457
C 0.979 -2.199 -0.664
C 0.367 -1.056 -1.503
C 0.922 -2.055 0.758
C 0.405 0.441 -3.389
C -0.846 2.546 -3.462
C -1.542 2.097 -0.737
C -0.411 -0.129 -0.766
C -0.409 1.340 -2.785
C -0.764 1.141 -1.405
N -0.954 -0.469 0.506
C 2.349 -4.363 3.200
C -2.432 5.320 -1.984
C 0.309 2.575 2.378
C -2.451 -0.843 0.520
C 0.818 0.034 2.269
C -0.013 -1.062 1.527
H 2.639 -5.202 -0.770
H 1.864 -3.554 -2.232
H 1.491 -1.292 -3.309
H 0.867 0.609 -4.320
H -0.501 2.828 -4.434
H -1.757 1.932 0.366
H 3.211 -4.406 3.857
H 1.592 -4.970 3.642
H -3.344 5.889 -2.100
H -1.527 5.954 -1.736
H 1.355 2.769 2.571
H -0.393 3.223 2.968
H -0.128 2.677 1.350
H -3.042 -0.557 -0.408
H -3.039 -0.438 1.405
H -2.431 -1.948 0.495
H 1.375 -0.401 3.183
H 1.518 0.533 1.517
H -0.621 -1.712 2.229

Computed properties:
- relative energy (zero: lowest compared OMol25 entry of this formula, charge and spin) (kcal per mole) = 20.2
- HOMO-LUMO gap (eV) = 7.73
- DFT total energy (eV) = -35883.371